The following is a quantum chemistry calculation of a structure of composition C24H25F12N4O2Ta, from OMol25.

Geometry (Å):
Ta  8.78776  11.62533  8.25474
N  8.29524  11.86120  10.51784
C  7.55560  13.11759  10.85630
C  8.13693  14.28231  10.09043
N  8.29697  13.90451  8.72369
C  7.14119  14.24803  7.84698
C  6.01512  13.25994  8.01837
N  6.53449  11.92598  7.70896
H  7.76092  11.01191  10.82886
H  9.11328  11.87673  11.16512
H  7.66726  13.32041  11.91100
H  6.55328  12.96300  10.52523
H  9.18371  14.47284  10.48351
H  7.61836  15.17561  10.18700
H  9.03712  14.43667  8.28732
H  7.49383  14.14414  6.80870
H  6.77386  15.25779  7.94937
H  5.26425  13.47646  7.25932
H  5.56278  13.27289  8.98594
H  6.41634  11.82801  6.70120
H  6.03094  11.22070  8.21198
C  14.23760  14.87814  8.25704
C  13.14881  13.81731  8.23986
C  13.07554  12.97326  9.35948
C  12.07281  12.07070  9.41046
C  11.21987  11.79976  8.26709
N  10.37507  10.67836  8.45395
C  10.84445  9.35439  8.60869
C  12.21423  9.04667  8.50766
C  12.56800  7.81568  9.00430
C  11.69355  6.82851  9.49241
C  12.12805  5.54454  10.10933
C  10.33477  7.13532  9.35624
C  9.89212  8.36343  8.94852
C  8.41320  8.55625  8.56385
O  7.98566  9.88617  8.38244
C  8.12500  7.85652  7.21761
F  8.87032  8.41273  6.23765
F  8.36326  6.56476  7.28423
F  6.80927  7.96378  6.92619
C  7.46856  8.06734  9.73795
F  7.59040  6.78953  10.10002
F  6.17050  8.31120  9.44276
F  7.87281  8.73388  10.85533
C  11.29656  12.68954  7.19625
C  12.23313  13.72002  7.18962
C  10.34233  12.52470  5.97051
O  9.10159  12.05362  6.42817
C  10.95901  11.41212  5.07411
F  11.13523  10.35352  5.88141
F  10.17871  11.00904  4.06766
F  12.16514  11.76207  4.68515
C  10.03506  13.81413  5.14576
F  8.88416  13.75260  4.48677
F  11.02845  14.16507  4.40294
F  9.90863  14.84275  6.03997
H  15.03388  14.53501  8.95106
H  13.88166  15.87861  8.51989
H  14.66594  14.92084  7.21371
H  13.92301  13.07809  10.03435
H  12.10016  11.23536  10.14992
H  12.84105  9.85881  8.24569
H  13.61205  7.57997  9.06651
H  12.80193  5.70824  10.99800
H  12.71247  4.96916  9.42084
H  11.26734  4.87434  10.49277
H  9.63110  6.41618  9.68212
H  12.35982  14.22393  6.26187

Properties
* net charge: +2
* E_LUMO: -6.830 eV

The following is a quantum chemistry calculation of the molecule C24H25FN4O3, from OMol25.

Geometry (Å):
C  4.53163  -3.01001  -2.25040
O  3.68206  -3.34126  -1.17682
C  2.78086  -2.42262  -0.74948
C  1.95646  -2.82540  0.30541
C  1.00335  -1.97241  0.81477
C  0.86094  -0.69392  0.28354
N  -0.14556  0.17730  0.77577
C  0.10595  1.23718  1.57198
O  -0.75054  2.09224  1.81076
C  1.43078  1.36927  2.18778
C  2.60281  0.63271  2.29027
C  3.44514  1.41857  3.08317
N  2.85164  2.54404  3.44328
N  1.65264  2.50123  2.90461
C  -1.49474  0.04592  0.20207
C  -1.52064  0.86380  -1.11393
O  -1.41797  0.37889  -2.22093
N  -1.63801  2.17719  -0.87019
C  -1.55045  3.18873  -1.90125
C  -2.67922  4.21851  -1.73985
C  -2.04227  5.35345  -0.94341
C  -0.65101  5.45308  -1.56220
C  -0.23604  3.99377  -1.77289
C  -1.89683  -1.39380  0.04729
C  -2.77363  -1.94820  0.97387
C  -3.15181  -3.27526  0.88951
C  -2.64224  -4.04320  -0.14116
F  -3.00109  -5.34168  -0.22836
C  -1.77722  -3.51747  -1.08195
C  -1.40250  -2.18999  -0.98074
C  1.67384  -0.28919  -0.76326
C  2.63245  -1.14369  -1.27862
H  5.14700  -3.89187  -2.41994
H  5.17707  -2.16087  -2.00462
H  3.96250  -2.78603  -3.15780
H  2.08391  -3.81887  0.70398
H  0.37031  -2.28617  1.63025
H  2.82726  -0.32487  1.87225
H  4.44711  1.20806  3.39894
H  0.97467  3.23711  3.04203
H  -2.16876  0.53439  0.91608
H  -1.62243  2.49924  0.09251
H  -1.61464  2.65494  -2.85214
H  -3.54625  3.78267  -1.24618
H  -2.98701  4.58169  -2.72066
H  -2.60271  6.28374  -1.01748
H  -1.96537  5.07785  0.10949
H  0.05294  5.99358  -0.93145
H  -0.71448  5.96685  -2.52247
H  0.39773  3.87277  -2.64967
H  0.31938  3.63160  -0.90556
H  -3.16480  -1.33765  1.77491
H  -3.82930  -3.71413  1.60474
H  -1.40419  -4.14318  -1.87680
H  -0.74281  -1.76668  -1.71889
H  1.55349  0.69837  -1.18287
H  3.24968  -0.80281  -2.09396

Properties
* net charge: 0
* SMILES: COc1ccc(N(C(=O)c2ccn[nH]2)[C@@H](C(=O)NC2CCCC2)c2ccc(F)cc2)cc1
* ΔE to the lowest compared entry with this formula, charge and spin: 0.0 kcal/mol
* E_LUMO: 0.605 eV

The following is a quantum chemistry calculation of the molecule C24H25FN4O4S, from OMol25.

Geometry (Å):
O  1.45575  1.11886  -2.40637
C  0.46865  1.41079  -1.76339
C  -0.32708  0.36247  -0.96326
N  -0.04231  0.49181  0.46077
C  -0.79912  1.34292  1.18366
O  -1.58060  2.12190  0.66750
C  -0.67389  1.36239  2.70182
S  -0.45483  -0.22862  3.56267
C  -1.53261  -1.19048  2.63267
N  -2.33114  -0.80118  1.68561
N  -2.90876  -1.91337  1.19744
C  -2.45135  -2.91810  1.86500
C  -2.74047  -4.36327  1.64423
O  -1.57593  -5.08112  1.31722
C  -0.88129  -4.73919  0.18208
C  0.37639  -5.32796  0.05585
C  1.16836  -5.04798  -1.03954
C  0.72039  -4.17784  -2.02159
C  -0.53209  -3.60509  -1.90235
C  -1.34006  -3.87832  -0.80782
O  -1.56142  -2.52581  2.81183
C  1.06436  -0.23310  0.96241
C  2.13465  0.44194  1.54046
C  3.22043  -0.26044  2.02694
C  3.22730  -1.63950  1.91613
F  4.28121  -2.32733  2.39209
C  2.18626  -2.33013  1.32150
C  1.10557  -1.61869  0.83936
N  -0.04386  2.64216  -1.64855
C  0.57462  3.82738  -2.20157
C  -0.46667  4.67269  -2.96246
C  -0.69361  5.94042  -2.12442
C  -0.13416  5.60225  -0.74362
C  1.07990  4.74112  -1.07539
H  -0.02365  -0.62983  -1.29611
H  -1.40089  0.50046  -1.10861
H  -1.58621  1.82748  3.07783
H  0.18103  1.96477  3.01092
H  -3.09800  -4.81657  2.57366
H  -3.51450  -4.44798  0.87216
H  0.70593  -6.00083  0.83209
H  2.14201  -5.50659  -1.12530
H  1.34273  -3.94940  -2.87254
H  -0.89463  -2.93202  -2.66526
H  -2.30951  -3.41026  -0.74006
H  2.12093  1.51973  1.59644
H  4.05843  0.24656  2.47759
H  2.22287  -3.40422  1.23719
H  0.28933  -2.14691  0.37029
H  -0.83410  2.77711  -1.02635
H  1.38511  3.47517  -2.84369
H  -1.38884  4.10100  -3.06396
H  -0.11639  4.91741  -3.96353
H  -0.13367  6.77470  -2.54914
H  -1.74394  6.22356  -2.08661
H  -0.85947  5.02188  -0.17103
H  0.12488  6.49129  -0.17067
H  1.89256  5.36612  -1.44673
H  1.44537  4.16580  -0.22551

Properties
* net charge: 0
* SMILES: O=C(CN(C(=O)CSc1nnc(COc2ccccc2)o1)c1ccc(F)cc1)NC1CCCC1
* ΔE to the lowest compared entry with this formula, charge and spin: 0.0 kcal/mol
* E_LUMO: 0.460 eV

The following is a quantum chemistry calculation of a structure of composition C24H25IN2O5RuSSi, from OMol25.

Geometry (Å):
Ru  -0.65706  0.65358  -0.56812
C  -3.76518  0.14752  2.83707
C  -3.31400  -1.06611  2.08718
N  -3.51296  -2.24869  2.61121
C  -3.09009  -3.34982  1.94762
C  -2.48669  -3.30209  0.72157
C  -2.00462  -4.56621  0.06845
O  -0.58618  -4.70313  0.10062
C  -2.27411  -2.03471  0.12157
C  -1.76446  -1.96883  -1.23586
N  -1.34225  -0.89952  -1.80453
C  -0.92362  -0.94349  -3.15722
C  -0.11278  -1.95120  -3.65688
C  0.29281  -1.91606  -4.98358
C  -0.11259  -0.88017  -5.81046
C  -0.91993  0.13489  -5.31197
C  -1.31484  0.10160  -3.98736
I  -2.49707  1.61312  -3.18731
C  -2.65780  -0.86708  0.81763
O  -2.50711  0.34270  0.38373
H  -4.42022  -0.15542  3.65133
H  -4.27191  0.84920  2.17453
H  -2.90469  0.68325  3.24291
H  -3.25049  -4.30122  2.44201
H  -2.36410  -4.63261  -0.96579
H  -2.41124  -5.42634  0.60083
H  -0.17630  -3.82946  0.08056
H  -1.78261  -2.88996  -1.81732
H  0.24240  -2.72939  -2.99313
H  0.94405  -2.69284  -5.36251
H  0.21591  -0.84469  -6.84115
H  -1.22874  0.95489  -5.94564
O  2.59616  -1.37913  0.45423
C  2.04223  -0.43477  -0.07998
O  0.80379  -0.57690  -0.50344
C  2.78498  0.84054  -0.33860
C  4.07531  0.91067  0.18688
C  4.87345  2.02148  -0.00515
C  4.36897  3.09488  -0.73194
C  3.09290  3.04197  -1.25703
C  2.27899  1.91416  -1.08502
S  0.73784  1.91533  -1.92781
H  4.42650  0.05787  0.75252
H  5.87113  2.05682  0.41371
H  4.97046  3.98474  -0.87746
H  2.69422  3.88352  -1.80971
C  2.03669  3.30314  2.24071
Si  0.60090  2.09948  2.38170
C  1.20715  0.56438  3.27247
C  -0.66750  2.93206  3.50101
O  -0.04420  1.76127  0.95393
H  2.24998  3.77942  3.20293
H  1.80774  4.08651  1.51414
H  2.94601  2.80085  1.90450
H  1.68011  0.83232  4.22312
H  1.93909  0.01732  2.67354
H  0.38047  -0.11827  3.48878
H  -0.18721  3.39479  4.36861
H  -1.40871  2.22070  3.87226
H  -1.19897  3.71315  2.95110

Properties
* net charge: -1
* 2S+1: 2
* ΔE to the lowest compared entry with this formula, charge and spin: 36.3 kcal/mol
* ⟨S²⟩: 0.760
* E_LUMO (spin up / spin down): 2.088 / 2.082 eV

The following is a quantum chemistry calculation of a structure of composition C24H25MnN3OS6Sb, from OMol25.

Geometry (Å):
Mn  -1.02668  0.58810  -2.56650
C  1.09105  2.40802  1.61986
C  1.44381  1.32787  2.60833
C  2.43943  1.53223  3.56054
C  2.73697  0.58360  4.52848
C  2.03021  -0.60902  4.55813
C  1.05728  -0.85262  3.60197
C  0.76130  0.09766  2.62638
N  -0.25476  -0.16858  1.69218
C  -0.12650  -0.09437  0.31393
N  1.15969  -0.14760  -0.10408
C  1.76820  0.17275  -1.33866
C  1.04190  0.55975  -2.45992
C  1.76413  0.87430  -3.60790
C  3.14927  0.80041  -3.65217
C  3.84489  0.40421  -2.52149
C  3.16716  0.08939  -1.35139
C  3.94211  -0.33272  -0.12572
N  -1.15658  -0.00417  -0.45054
C  -2.42337  0.10892  0.20119
C  -2.83188  1.34221  0.69220
C  -4.04951  1.46735  1.34211
C  -4.85807  0.35681  1.51386
C  -4.46484  -0.86874  0.99313
C  -3.25714  -1.01066  0.31890
C  -2.86597  -2.30649  -0.33136
H  1.38514  3.38471  2.00377
H  0.01941  2.42411  1.41617
H  1.58376  2.26218  0.65585
H  2.97407  2.47586  3.55428
H  3.51028  0.78146  5.26111
H  2.24565  -1.35648  5.31195
H  0.51683  -1.79202  3.58850
H  -1.14380  -0.50990  2.02331
H  1.80590  -0.38404  0.62769
H  1.22302  1.18941  -4.49173
H  3.68351  1.04944  -4.56259
H  4.92836  0.34099  -2.53772
H  5.01044  -0.33559  -0.34023
H  3.67150  -1.34294  0.20395
H  3.78174  0.34224  0.72351
H  -2.22612  2.21896  0.49430
H  -4.37555  2.45072  1.65454
H  -5.81874  0.45099  2.00869
H  -5.11897  -1.73012  1.07672
H  -3.61730  -3.07865  -0.15828
H  -1.90633  -2.65975  0.04325
H  -2.76038  -2.16881  -1.41043
S  -4.08664  4.15167  -0.91401
Sb  -3.08124  3.22045  -2.75065
S  -3.34633  0.83928  -2.97003
S  -0.72103  2.90100  -2.34390
S  -3.43219  4.26111  -4.74798
C  0.70318  -3.45515  -0.95649
O  0.19340  -2.44177  -1.80803
C  -0.49887  -2.80281  -2.92007
S  -0.88405  -4.39159  -3.23505
S  -0.82544  -1.50826  -3.95577
H  1.33410  -2.93482  -0.23557
H  1.28488  -4.17883  -1.52702
H  -0.09431  -3.99165  -0.44350

Properties
* net charge: -2
* 2S+1: 5
* ΔE to the lowest compared entry with this formula, charge and spin: 0.0 kcal/mol
* ⟨S²⟩: 6.158
* E_LUMO (spin up / spin down): 3.768 / 3.768 eV

The following is a quantum chemistry calculation of a structure of composition C24H25N2O2RuS2, from OMol25.

Geometry (Å):
Ru  0.16100  -1.13197  0.35103
C  1.47128  -2.67068  -3.95627
C  1.28475  -2.43548  -2.47774
S  -0.13963  -1.57431  -2.03161
C  2.17793  -2.89678  -1.56165
C  3.40868  -3.65329  -1.99992
S  1.97938  -2.72277  0.13966
H  0.53542  -2.47958  -4.47735
H  1.78022  -3.69871  -4.15558
H  2.23502  -2.00145  -4.36152
H  3.14296  -4.63843  -2.39392
H  4.08278  -3.79809  -1.15803
H  3.93644  -3.11140  -2.78660
C  -3.40106  -3.63608  0.36130
C  -4.22752  -2.90389  1.20783
C  -3.74682  -1.77075  1.83725
C  -2.43490  -1.35084  1.60824
C  -1.61097  -2.05764  0.70662
C  -2.09846  -3.21387  0.11056
C  -1.77047  -0.25307  2.29306
C  -2.38075  0.74605  3.06904
C  -1.63313  1.72728  3.65404
C  -0.22561  1.72243  3.51998
C  0.61552  2.67437  4.11864
C  1.97913  2.58579  3.98117
C  2.54726  1.53553  3.24969
C  1.75163  0.58933  2.64999
C  0.35262  0.67441  2.75287
N  -0.42907  -0.26629  2.13218
H  -3.77268  -4.53486  -0.11601
H  -5.24181  -3.23425  1.39258
H  -4.38098  -1.22483  2.52842
H  -1.47127  -3.78626  -0.55887
H  -3.45663  0.73502  3.18203
H  -2.10828  2.50361  4.24147
H  0.18209  3.48051  4.69917
H  2.61462  3.31849  4.46105
H  3.62203  1.45830  3.15419
H  2.18301  -0.23835  2.10239
O  2.83492  1.10788  -1.80843
C  1.67955  1.14807  -1.44688
O  1.16865  0.82126  -0.31054
C  0.62804  1.75303  -2.45438
N  -0.70077  1.58190  -1.80203
C  -1.32985  2.91644  -1.62645
C  -0.11537  3.82672  -1.49901
C  0.81571  3.26962  -2.58128
H  0.68598  1.21626  -3.39490
H  -0.35044  1.19408  -0.87523
H  -1.28823  0.88085  -2.24511
H  -1.98308  2.92499  -0.75573
H  -1.90764  3.15746  -2.51869
H  0.33654  3.69741  -0.51321
H  -0.35992  4.87812  -1.63417
H  1.86122  3.53097  -2.43657
H  0.51096  3.62774  -3.56675

Properties
* net charge: 0
* 2S+1: 2
* ΔE to the lowest compared entry with this formula, charge and spin: 31.5 kcal/mol
* ⟨S²⟩: 0.770
* E_LUMO (spin up / spin down): -0.867 / -0.814 eV

The following is a quantum chemistry calculation of a structure of composition C24H25N3O3S2Ta, from OMol25.

Geometry (Å):
Ta  0.03617  0.04952  -0.23008
C  -1.70985  -2.96099  2.96220
C  -1.19308  -2.96891  1.55706
C  -1.90142  -3.58794  0.51756
C  -1.42460  -3.61658  -0.78641
C  -0.21093  -3.02236  -1.09748
C  0.54029  -2.42827  -0.06990
C  0.04904  -2.41506  1.24915
H  -1.89538  -1.93726  3.29876
H  -0.98733  -3.40962  3.64499
H  -2.64142  -3.51647  3.04504
H  -2.84113  -4.07557  0.74586
H  -1.99314  -4.12036  -1.55626
H  0.18002  -3.05814  -2.10615
H  1.58750  -2.20066  -0.25137
H  0.68323  -2.06480  2.05875
C  -5.01992  0.51174  2.74280
S  -4.64470  -0.19310  1.12655
C  -2.95729  0.02648  1.03524
S  -2.25372  -0.45680  -0.51847
N  -2.24678  0.53088  1.99378
N  -0.91511  0.59276  1.71803
C  -0.16368  0.98281  2.69119
C  1.25887  0.98370  2.44291
C  2.20097  1.35855  3.37684
C  3.54880  1.29933  3.03374
C  3.89970  0.86380  1.76499
C  2.90819  0.50505  0.87394
N  1.59286  0.55237  1.19003
H  -6.09838  0.41092  2.85110
H  -4.74376  1.56199  2.76585
H  -4.51633  -0.04544  3.52756
H  -0.59341  1.26221  3.64694
H  1.88759  1.69014  4.35758
H  4.30731  1.58848  3.74968
H  4.93405  0.79826  1.45818
H  3.15612  0.15446  -0.11625
C  -1.92988  5.50529  -3.95180
O  -0.88721  4.78077  -4.64218
C  -0.30348  3.75402  -4.12214
C  0.70622  3.14806  -4.92890
C  1.37939  2.06550  -4.48683
C  1.09892  1.47840  -3.20607
C  1.75054  0.33818  -2.76231
C  2.90399  -0.32790  -3.41744
O  1.35926  -0.27037  -1.64230
C  0.09286  2.13070  -2.41102
O  -0.14727  1.65246  -1.17020
C  -0.59670  3.22907  -2.83683
H  -2.22802  6.28739  -4.64048
H  -1.52891  5.94200  -3.03848
H  -2.77013  4.84250  -3.75097
H  0.89923  3.58496  -5.89895
H  2.12513  1.61273  -5.12275
H  3.21529  0.13778  -4.34498
H  2.65933  -1.37523  -3.60339
H  3.75232  -0.31119  -2.72795
H  -1.33190  3.68744  -2.19219

Properties
* net charge: +3
* ΔE to the lowest compared entry with this formula, charge and spin: 0.0 kcal/mol
* E_LUMO: -11.161 eV

Calculated total energy, record by record: -69500.6078; -40114.9242; -52997.0583; -67911.7486; -134686.9699; -56621.7039; -59104.5269 eV